No. 1
Density functional theory data (ωB97M-V with the def2-TZVPD basis set) for the molecule C4H5NS in a non-equilibrium geometry.

Structure (XYZ):
```
11
C4H5NS ωB97M-V with the def2-TZVPD basis set
S 2.439 0.032 0.243
C 0.713 -0.015 -0.403
C -0.251 1.100 -0.009
C -1.296 0.521 0.541
C -1.100 -0.954 0.433
N 0.052 -1.252 -0.089
H 2.744 -1.014 -0.527
H 0.819 0.119 -1.702
H -0.235 2.110 -0.005
H -2.092 1.079 0.866
H -1.794 -1.725 0.653
```

charge	0
molar mass	99.16	g mol⁻¹
structure (SMILES)	S[C@@H]1C=CC=N1

=====

No. 2
Density functional theory data (ωB97M-V with the def2-TZVPD basis set) for a cluster of 3 separate species, C17H23FO7S in total in a non-equilibrium geometry.

Structure (XYZ):
```
49
C17H23FO7S ωB97M-V with the def2-TZVPD basis set
O -4.889 -3.215 -0.639
C -3.997 -2.487 -1.315
O -4.090 -1.004 -1.214
C -2.725 -0.554 -1.567
O -2.039 0.545 -1.192
C -1.947 -1.660 -2.546
C -0.625 -1.369 -3.472
C 0.614 -2.426 -3.263
C 1.109 -2.615 -1.710
S 1.837 -0.955 -1.148
C -2.775 -2.884 -2.332
C -2.367 -4.284 -3.085
C -3.428 -5.533 -2.756
F -4.665 -5.392 -3.578
H -0.959 -1.476 -4.613
H -0.283 -0.231 -3.370
H 1.546 -1.968 -3.852
H 0.375 -3.469 -3.792
H 0.158 -2.907 -1.079
H 1.921 -3.489 -1.675
H 0.962 0.069 -1.604
H -1.319 -4.624 -2.635
H -2.173 -4.163 -4.253
H -3.650 -5.554 -1.593
H -2.823 -6.531 -2.999
O 1.251 2.330 -0.688
C 0.464 3.036 -0.079
C -0.182 2.689 1.228
C -1.307 3.691 1.301
C -0.760 4.858 0.521
O 0.079 4.283 -0.480
H 0.543 2.832 2.034
H -0.558 1.663 1.222
H -1.595 3.952 2.323
H -2.191 3.287 0.793
H -0.155 5.526 1.143
H -1.555 5.440 0.046
O 1.859 3.939 5.093
C 2.599 3.093 4.618
C 3.253 1.983 5.382
C 4.317 1.520 4.420
C 3.711 1.839 3.079
O 2.915 3.004 3.293
H 2.514 1.201 5.579
H 3.687 2.349 6.315
H 4.581 0.465 4.533
H 5.228 2.114 4.566
H 3.062 1.035 2.714
H 4.475 2.048 2.325
```

charge	0
molar mass	390.43	g mol⁻¹
structure (SMILES)	O=C1OC(=O)C(CCCS)=C1CCF.O=C1CCCO1.O=C1CCCO1

=====

HOMO energy: -9.2; -9.1 (eV)
E_LUMO: 0.29; -1.47 (eV)
Frontier orbital gap: 9.53; 7.60 (eV)